No. 1
The molecule C2H3N3O2. Source: the OMol25 dataset; level of theory: ωB97M-V with the def2-TZVPD basis set.

Values from the calculation:
- E_LUMO: 0.6 eV
- Multiplicity: 1
- Molecular weight: 101.06 g/mol
- E_HOMO: -10.8 eV
- F_max: 1.57 eV Å⁻¹
- Gap between HOMO and LUMO: 11.42 eV
- Energy above the lowest of the compared OMol25 structures with the same formula, charge and spin: 320.2 kJ/mol
- SMILES: COc1nnno1

Geometry (Å):
1 C 1.617 0.166 0.312
2 O 0.423 0.944 0.406
3 C -0.668 0.329 0.082
4 N -1.835 0.858 0.012
5 N -2.636 -0.112 -0.533
6 N -2.028 -1.165 -0.755
7 O -0.646 -0.920 -0.372
8 H 1.717 -0.258 -0.726
9 H 2.432 0.834 0.550
10 H 1.624 -0.677 1.022

---

No. 2
A structure of composition C12H33KN3O3. Source: the OMol25 dataset; level of theory: ωB97M-V with the def2-TZVPD basis set.

Values from the calculation:
- E_LUMO: -2.6 eV
- Net charge: +1
- Multiplicity: 1
- Molecular weight: 306.51 g/mol
- E_HOMO: -12.3 eV
- F_max: 2.17 eV Å⁻¹
- Gap between HOMO and LUMO: 9.62 eV
- Energy above the lowest of the compared OMol25 structures with the same formula, charge and spin: 38.2 kJ/mol

Geometry (Å):
1 K -0.253 -0.017 -2.263
2 C 2.867 0.492 0.500
3 C 2.755 1.653 -0.471
4 C 3.999 2.526 -0.478
5 O 4.014 3.329 -1.638
6 C 4.533 4.629 -1.433
7 N 2.411 1.070 -1.790
8 H 3.780 -0.099 0.420
9 H 1.989 -0.146 0.550
10 H 3.020 0.993 1.468
11 H 1.887 2.271 -0.235
12 H 4.970 2.104 -0.194
13 H 3.879 3.176 0.406
14 H 4.867 4.946 -2.421
15 H 5.429 4.615 -0.804
16 H 3.813 5.331 -1.008
17 H 2.333 1.765 -2.530
18 H 3.110 0.423 -2.145
19 C -2.017 -2.643 -0.679
20 C -0.555 -2.540 -0.195
21 C -0.194 -3.514 0.906
22 O 0.831 -2.986 1.708
23 C 1.304 -3.846 2.741
24 N 0.376 -2.540 -1.325
25 H -2.669 -2.669 0.195
26 H -2.325 -3.408 -1.392
27 H -2.348 -1.709 -1.161
28 H -0.522 -1.521 0.205
29 H 0.189 -4.442 0.456
30 H -1.065 -3.746 1.533
31 H 0.592 -3.775 3.565
32 H 2.248 -3.432 3.083
33 H 1.435 -4.862 2.371
34 H 1.317 -2.662 -0.951
35 H 0.276 -3.361 -1.919
36 C -3.631 1.859 -1.689
37 C -3.106 1.728 -0.255
38 C -3.761 0.529 0.427
39 O -3.114 0.289 1.646
40 C -3.631 -0.801 2.359
41 N -1.612 1.585 -0.314
42 H -3.086 2.663 -2.180
43 H -4.685 2.140 -1.586
44 H -3.694 0.958 -2.299
45 H -3.316 2.614 0.344
46 H -3.846 -0.369 -0.195
47 H -4.785 0.865 0.654
48 H -3.614 -1.734 1.791
49 H -4.665 -0.595 2.658
50 H -3.148 -1.030 3.309
51 H -1.388 1.387 0.667
52 H -1.195 2.511 -0.408

---

No. 3
A cluster of 2 separate species, C19H34BBrI2N4O3P in total. Source: the OMol25 dataset; level of theory: ωB97M-V with the def2-TZVPD basis set.

Values from the calculation:
- E_LUMO: -2.5 eV
- Net charge: +1
- Multiplicity: 1
- Molecular weight: 742.00 g/mol
- E_HOMO: -10.7 eV
- F_max: 5.31 eV Å⁻¹
- Gap between HOMO and LUMO: 8.17 eV

Geometry (Å):
1 C 1.040 -1.496 -4.870
2 O 0.567 -1.466 -3.521
3 C 0.757 -0.201 -2.923
4 C 0.998 -0.310 -1.383
5 C 1.889 0.887 -0.897
6 C 3.380 0.522 -0.613
7 C 3.744 -0.455 -1.748
8 N 3.960 -1.168 -2.583
9 C 4.367 1.736 -0.835
10 I 5.931 1.557 -2.325
11 C 4.325 2.903 -0.192
12 C 5.306 4.062 -0.496
13 I 2.906 3.300 1.345
14 C 3.649 -0.293 0.744
15 C 3.658 -1.784 0.400
16 N 3.682 -2.890 0.200
17 B 5.151 -0.034 1.379
18 N 6.208 -1.066 1.263
19 O 5.492 1.137 2.029
20 P 2.300 -0.108 2.053
21 O 1.539 -1.613 2.091
22 Br 3.165 0.129 4.118
23 H 2.075 -1.111 -4.954
24 H 0.334 -0.904 -5.494
25 H 1.033 -2.557 -5.182
26 H -0.129 0.461 -3.097
27 H 1.608 0.319 -3.419
28 H 1.349 -1.310 -1.073
29 H 0.002 -0.163 -0.909
30 H 1.907 1.623 -1.731
31 H 1.364 1.383 -0.070
32 H 6.356 3.733 -0.502
33 H 5.220 4.809 0.321
34 H 4.982 4.572 -1.420
35 H 5.994 -1.871 1.848
36 H 6.354 -1.336 0.291
37 H 6.278 1.516 1.605
38 H 1.127 -1.702 2.967
39 C -5.625 1.756 -0.279
40 C -6.142 0.872 0.858
41 C -5.039 0.375 1.791
42 N -4.558 -1.039 1.523
43 C -5.591 -2.034 1.959
44 C -4.137 -1.294 0.091
45 C -2.782 -0.630 -0.014
46 C -2.120 -0.944 1.327
47 C -3.259 -1.265 2.301
48 H -5.034 1.197 -1.006
49 H -6.462 2.205 -0.814
50 H -5.005 2.567 0.108
51 H -6.744 0.057 0.451
52 H -6.822 1.486 1.453
53 H -5.403 0.364 2.820
54 H -4.170 1.033 1.759
55 H -6.490 -1.895 1.362
56 H -5.800 -1.873 3.015
57 H -5.198 -3.036 1.805
58 H -4.047 -2.374 -0.033
59 H -4.891 -0.923 -0.598
60 H -2.885 0.449 -0.142
61 H -2.205 -1.002 -0.859
62 H -1.514 -0.108 1.675
63 H -1.455 -1.804 1.239
64 H -3.263 -0.639 3.191
65 H -3.227 -2.312 2.597

---

No. 4
The molecule C4H12N2S. Source: the OMol25 dataset; level of theory: ωB97M-V with the def2-TZVPD basis set.

Values from the calculation:
- E_LUMO: 1.0 eV
- Multiplicity: 1
- Molecular weight: 120.22 g/mol
- E_HOMO: -8.9 eV
- F_max: 0.84 eV Å⁻¹
- Gap between HOMO and LUMO: 9.83 eV
- Energy above the lowest of the compared OMol25 structures with the same formula, charge and spin: 16.7 kJ/mol
- SMILES: C[C@H](CS)NCN

Geometry (Å):
1 C -0.254 1.686 0.467
2 C 0.516 0.419 0.099
3 C 1.550 0.700 -0.996
4 S 2.848 1.883 -0.511
5 N -0.290 -0.689 -0.344
6 C -1.212 -1.297 0.586
7 N -2.038 -2.231 -0.183
8 H -0.812 2.073 -0.389
9 H -1.004 1.418 1.226
10 H 0.381 2.480 0.848
11 H 1.078 0.110 0.978
12 H 2.036 -0.187 -1.404
13 H 1.027 1.160 -1.849
14 H 3.384 1.082 0.422
15 H -0.779 -0.516 -1.216
16 H -0.657 -1.801 1.389
17 H -1.882 -0.591 1.114
18 H -1.387 -2.825 -0.693
19 H -2.506 -2.872 0.456

---

No. 5
A cluster of 2 separate species, C3H7NO3 in total. Source: the OMol25 dataset; level of theory: ωB97M-V with the def2-TZVPD basis set.

Values from the calculation:
- E_LUMO: -1.1 eV
- Multiplicity: 1
- Molecular weight: 105.09 g/mol
- E_HOMO: -8.7 eV
- F_max: 5.20 eV Å⁻¹
- Gap between HOMO and LUMO: 7.56 eV
- Energy above the lowest of the compared OMol25 structures with the same formula, charge and spin: 667.9 kJ/mol

Geometry (Å):
1 C 2.118 0.092 -0.454
2 C -2.028 0.630 0.317
3 C -1.224 -0.758 0.207
4 N 0.214 -0.558 0.165
5 O 0.763 -1.937 0.263
6 O -3.092 0.733 -0.641
7 O -1.759 -1.861 0.269
8 H 2.276 -0.527 -1.300
9 H 2.641 0.013 0.460
10 H 1.810 1.142 -0.755
11 H -1.491 1.462 0.172
12 H -2.418 0.620 1.278
13 H -3.826 0.452 -0.199
14 H -0.026 -2.425 0.027

---

No. 6
A cluster of 2 separate species, C5H9N3 in total. Source: the OMol25 dataset; level of theory: ωB97M-V with the def2-TZVPD basis set.

Values from the calculation:
- E_LUMO: 1.0 eV
- Multiplicity: 1
- Molecular weight: 111.15 g/mol
- E_HOMO: -7.5 eV
- F_max: 2.71 eV Å⁻¹
- Gap between HOMO and LUMO: 8.54 eV
- Energy above the lowest of the compared OMol25 structures with the same formula, charge and spin: 390.1 kJ/mol
- SMILES: C=C=C(N)CN.C#N

Geometry (Å):
1 C -0.523 1.180 1.951
2 C -0.159 0.799 0.755
3 C 0.827 0.435 -0.095
4 N 1.526 1.377 -0.846
5 C 0.842 -0.963 -0.596
6 N 0.445 -2.007 0.336
7 H 0.182 1.237 2.771
8 H -1.560 1.400 2.168
9 H 1.233 2.335 -0.721
10 H 1.687 1.141 -1.814
11 H 1.809 -1.212 -1.042
12 H 0.022 -0.955 -1.391
13 H -0.546 -1.915 0.539
14 H 0.942 -1.913 1.215
15 C -2.037 -0.370 -1.170
16 N -2.009 0.490 -0.371
17 H -2.680 -1.059 -1.688

---

No. 7
A structure of composition C5H11NO2. Source: the OMol25 dataset; level of theory: ωB97M-V with the def2-TZVPD basis set.

Values from the calculation:
- E_LUMO: -4.4 eV
- Multiplicity: 1
- Molecular weight: 117.15 g/mol
- E_HOMO: -8.3 eV
- F_max: 5.81 eV Å⁻¹
- Gap between HOMO and LUMO: 3.90 eV
- Energy above the lowest of the compared OMol25 structures with the same formula, charge and spin: 936.9 kJ/mol

Geometry (Å):
1 C 0.526 -2.204 1.167
2 C 0.290 -0.815 1.384
3 N 0.350 -0.054 0.070
4 C -0.027 1.458 -1.681
5 C 0.200 1.343 -0.162
6 C -0.062 2.411 0.687
7 O -0.520 -1.222 -2.584
8 O -0.114 0.002 2.259
9 H -2.094 -2.607 -0.538
10 H 1.124 -2.541 0.291
11 H 0.209 -2.815 1.965
12 H 0.444 -0.479 -0.824
13 H 0.974 1.330 -2.351
14 H -0.658 2.267 -2.063
15 H -0.515 0.495 -1.998
16 H -1.686 -2.169 0.034
17 H -0.373 3.360 0.258
18 H -0.082 2.240 1.757
19 H -0.279 -2.105 -2.797

---

No. 8
The molecule C4H6N2O2. Source: the OMol25 dataset; level of theory: ωB97M-V with the def2-TZVPD basis set.

Values from the calculation:
- E_LUMO: -0.4 eV
- Multiplicity: 1
- Molecular weight: 114.10 g/mol
- E_HOMO: -9.1 eV
- F_max: 2.18 eV Å⁻¹
- Gap between HOMO and LUMO: 8.72 eV
- Energy above the lowest of the compared OMol25 structures with the same formula, charge and spin: 311.2 kJ/mol
- SMILES: O=CC(=O)NN1CC1

Geometry (Å):
1 O 2.602 -1.681 -0.625
2 C 1.648 -2.177 -0.039
3 C 0.331 -1.429 0.034
4 O -0.692 -1.910 0.535
5 N 0.511 -0.129 -0.351
6 N -0.652 0.628 -0.606
7 C -0.633 2.023 -0.135
8 C -1.498 0.998 0.452
9 H 1.659 -3.191 0.401
10 H 1.246 0.042 -1.084
11 H 0.200 2.275 0.492
12 H -0.972 2.821 -0.765
13 H -2.564 1.000 0.220
14 H -1.186 0.730 1.471

---

No. 9
A cluster of 2 separate species, C18H29ClN2O5 in total. Source: the OMol25 dataset; level of theory: ωB97M-V with the def2-TZVPD basis set.

Values from the calculation:
- E_LUMO: 0.6 eV
- Multiplicity: 1
- Molecular weight: 388.89 g/mol
- E_HOMO: -9.4 eV
- F_max: 2.77 eV Å⁻¹
- Gap between HOMO and LUMO: 9.92 eV
- SMILES: CCCCN[C@@H](OC(=O)CCCCl)c1cccnc1.CCOC(=O)OC

Geometry (Å):
1 C 3.537 -4.928 -2.072
2 C 3.944 -3.414 -2.212
3 C 3.031 -2.612 -3.247
4 C 2.739 -1.216 -2.578
5 N 1.998 -0.264 -3.431
6 C 0.561 -0.182 -3.072
7 O 0.124 -1.539 -2.906
8 C -1.133 -1.791 -3.380
9 O -1.940 -0.991 -3.779
10 C -1.575 -3.304 -3.335
11 C -2.736 -3.449 -2.263
12 C -2.609 -4.750 -1.390
13 Cl -3.583 -4.606 0.161
14 C 0.337 0.542 -1.677
15 C 1.418 1.259 -0.979
16 C 1.106 1.848 0.324
17 C -0.251 1.684 0.809
18 N -1.285 1.070 0.185
19 C -0.960 0.526 -1.016
20 H 4.002 -5.335 -1.136
21 H 2.433 -5.085 -1.970
22 H 3.957 -5.487 -2.951
23 H 3.809 -2.952 -1.190
24 H 5.032 -3.320 -2.466
25 H 3.575 -2.487 -4.213
26 H 2.056 -3.145 -3.394
27 H 2.294 -1.375 -1.558
28 H 3.752 -0.750 -2.387
29 H 2.403 0.670 -3.418
30 H 0.081 0.381 -3.904
31 H -1.871 -3.630 -4.359
32 H -0.712 -3.927 -2.963
33 H -3.718 -3.416 -2.797
34 H -2.669 -2.580 -1.555
35 H -3.092 -5.587 -1.952
36 H -1.549 -4.996 -1.126
37 H 2.426 1.309 -1.448
38 H 1.908 2.365 0.888
39 H -0.467 2.117 1.819
40 H -1.788 0.007 -1.563
41 C -3.530 4.394 4.000
42 C -2.158 4.846 3.542
43 O -1.535 5.682 4.526
44 C -1.000 5.041 5.570
45 O -0.988 3.849 5.741
46 O -0.498 5.958 6.407
47 C 0.030 5.411 7.615
48 H -4.144 5.253 4.280
49 H -4.037 3.837 3.210
50 H -3.461 3.753 4.880
51 H -2.259 5.448 2.639
52 H -1.517 3.998 3.296
53 H 0.755 4.623 7.409
54 H -0.780 5.032 8.239
55 H 0.535 6.214 8.148

---

No. 10
A cluster of 2 separate species, C5H10O2 in total. Source: the OMol25 dataset; level of theory: ωB97M-V with the def2-TZVPD basis set.

Values from the calculation:
- E_LUMO: 1.1 eV
- Multiplicity: 1
- Molecular weight: 102.13 g/mol
- E_HOMO: -8.4 eV
- F_max: 0.51 eV Å⁻¹
- Gap between HOMO and LUMO: 9.42 eV
- Energy above the lowest of the compared OMol25 structures with the same formula, charge and spin: 469.4 kJ/mol

Geometry (Å):
1 C 1.703 0.523 -1.962
2 C 1.818 -0.033 -0.545
3 C 0.577 0.208 0.272
4 O -0.535 -0.636 -0.053
5 C 0.093 -0.778 1.236
6 C -3.046 -0.606 1.884
7 O -3.147 -0.391 0.603
8 H 2.620 0.340 -2.531
9 H 0.872 0.049 -2.494
10 H 1.526 1.605 -1.951
11 H 2.000 -1.114 -0.579
12 H 2.671 0.420 -0.023
13 H 0.298 1.253 0.423
14 H -2.230 -0.347 0.231
15 H -0.550 -0.488 2.063
16 H 0.642 -1.712 1.353
17 H -4.115 -0.677 2.210

---

No. 11
The molecule C4H10N2O. Source: the OMol25 dataset; level of theory: ωB97M-V with the def2-TZVPD basis set.

Values from the calculation:
- E_LUMO: 0.9 eV
- Multiplicity: 1
- Molecular weight: 102.14 g/mol
- E_HOMO: -9.7 eV
- F_max: 3.43 eV Å⁻¹
- Gap between HOMO and LUMO: 10.68 eV
- Energy above the lowest of the compared OMol25 structures with the same formula, charge and spin: 434.4 kJ/mol
- SMILES: [H]/N=[N+](\[O-])C(C)(C)C

Geometry (Å):
1 H 2.818 1.349 0.371
2 N 1.772 1.260 0.093
3 N 1.422 0.060 0.096
4 O 2.148 -0.909 0.013
5 C -0.155 -0.109 0.026
6 C -0.572 -0.163 -1.430
7 C -0.642 -1.400 0.743
8 C -0.606 1.263 0.635
9 H -0.059 0.644 -1.984
10 H -0.223 -1.117 -1.848
11 H -1.620 -0.161 -1.542
12 H -0.766 -1.155 1.834
13 H 0.267 -2.017 0.807
14 H -1.502 -1.882 0.135
15 H -0.190 1.492 1.644
16 H -0.411 1.857 -0.240
17 H -1.682 0.988 0.646

---

No. 12
A structure of composition C7H14Cl2FO6Pd. Source: the OMol25 dataset; level of theory: ωB97M-V with the def2-TZVPD basis set.

Values from the calculation:
- E_LUMO (spin up / spin down): -5.4 / -10.2 eV
- Net charge: +1
- Multiplicity: 3
- Molecular weight: 390.51 g/mol
- E_HOMO (spin up / spin down): -12.9 / -12.9 eV
- F_max: 1.76 eV Å⁻¹
- Gap between HOMO and LUMO (spin up / spin down): 7.54 / 2.72 eV
- Energy above the lowest of the compared OMol25 structures with the same formula, charge and spin: 245.7 kJ/mol

Geometry (Å):
1 Pd 1.511 3.023 0.224
2 F 0.574 1.389 -0.571
3 C 2.310 -6.009 -0.226
4 O 2.667 -4.712 0.236
5 C 1.773 -3.762 0.014
6 O 0.664 -3.884 -0.412
7 O 2.343 -2.600 0.348
8 C 1.513 -1.470 0.135
9 H 2.035 -6.627 0.637
10 H 3.186 -6.470 -0.672
11 H 1.442 -6.104 -0.874
12 H 0.590 -1.549 0.712
13 H 1.178 -1.510 -0.906
14 H 2.045 -0.548 0.327
15 C -2.430 2.269 -0.373
16 O -2.577 3.079 0.797
17 C -1.548 3.604 1.392
18 O -0.367 3.530 1.076
19 O -1.974 4.270 2.431
20 C -0.998 4.636 3.426
21 H -3.400 1.816 -0.558
22 H -1.707 1.474 -0.199
23 H -2.166 2.858 -1.253
24 H -0.286 3.837 3.623
25 H -1.555 4.885 4.322
26 H -0.451 5.517 3.084
27 C -0.844 -0.104 -3.273
28 Cl -0.108 -0.428 -4.838
29 Cl -2.284 -1.091 -2.989
30 H -0.084 -0.275 -2.510
31 H -1.053 0.955 -3.130